DFT (the ωB97M-V functional and the def2-TZVPD basis) results for a molecular structure, C31H31BiCl3O5PSSbSe4.

```
! RIJCOSX wB97M-V def2-TZVPD def2/J DEFGRID3
* xyz -2 2
Bi -0.33450 -0.11790 -0.21230
C -0.73040 -3.01070 2.36470
O -1.36780 -1.77790 2.14620
C -1.37580 -0.94820 3.28190
C -2.15990 0.32350 2.94810
O -1.48860 1.17350 2.06490
C -0.78850 2.28120 2.55140
C 0.68470 1.99150 2.88810
O 1.25940 1.36200 1.77350
C 2.64380 1.13700 1.84430
H -1.18270 -3.53370 3.21760
H -0.86390 -3.59870 1.45990
H 0.34260 -2.88480 2.55440
H -1.87340 -1.46480 4.11800
H -0.34450 -0.71350 3.58620
H -3.07120 0.02690 2.41780
H -2.42580 0.85590 3.87130
H -0.82710 3.00270 1.73070
H -1.28080 2.71020 3.43890
H 1.19300 2.94560 3.10840
H 0.76710 1.35020 3.78530
H 3.19860 2.08310 1.84470
H 2.91420 0.56320 2.74010
H 2.89560 0.56490 0.95110
Cl 0.28430 -7.36830 0.12830
C 0.06200 -5.73430 -0.42530
C 1.00490 -4.79220 -0.10710
C 0.86430 -3.44920 -0.53060
Cl 3.13180 -3.01300 0.87900
C -0.34150 -3.07060 -1.22980
O -0.68220 -1.84820 -1.55010
C -1.22650 -4.10420 -1.56720
Cl -2.62570 -3.67330 -2.48520
C -1.05560 -5.42570 -1.18390
H 1.88540 -5.08060 0.44430
H -1.77880 -6.17260 -1.46520
Se -4.79000 5.82830 -1.98820
Sb -4.52710 4.02500 -3.60860
Se -2.25780 1.21330 -0.91340
Se -3.11000 4.64140 -5.51300
Se -6.54710 2.86150 -4.29680
O 1.04970 1.51740 -1.40970
P 0.57580 2.39980 -2.52020
C -0.38320 1.51480 -3.77200
C 0.29940 0.53540 -4.48290
C -0.39880 -0.28500 -5.34910
C -1.77190 -0.15090 -5.47790
C -2.44720 0.83210 -4.77560
C -1.74550 1.68160 -3.94250
C -0.14770 3.91810 -1.86320
C 0.15100 4.19690 -0.53590
C -0.25690 5.39070 0.02690
C -0.96130 6.30900 -0.73520
C -1.25100 6.03330 -2.06080
C -0.83620 4.84340 -2.63030
C 2.04110 3.03590 -3.39460
C 3.26590 2.98210 -2.74680
C 4.37950 3.56670 -3.32060
C 4.26620 4.20660 -4.54370
C 3.04760 4.24080 -5.20400
C 1.93030 3.66040 -4.63010
H 1.36680 0.41510 -4.33890
H 0.12540 -1.04640 -5.91120
H -2.32230 -0.82850 -6.11620
H -3.52260 0.91660 -4.85160
H -2.25570 2.42730 -3.35710
H 0.69910 3.46290 0.04010
H -0.03420 5.60330 1.06440
H -1.29170 7.23490 -0.28690
H -1.81250 6.74440 -2.64870
H -1.05390 4.62840 -3.66520
H 3.32270 2.47020 -1.79670
H 5.33260 3.53200 -2.81000
H 5.13090 4.68360 -4.98370
H 2.96410 4.73110 -6.16390
H 0.97330 3.68860 -5.13200
S 2.17690 -1.04210 -1.03590
C 1.89480 -2.52520 -0.29350
*
```

Computed properties:
- HOMO energy (spin up / spin down) (eV) = -1.2 / -2.0
- lowest unoccupied orbital energy (spin up / spin down) (Eh) = 0.0996 / 0.0996
- maximum force (eV/A) = 1.97

=====

DFT (the ωB97M-V functional and the def2-TZVPD basis) results for a molecular structure, C31H31FN3OsP2S2Te.

```
! RIJCOSX wB97M-V def2-TZVPD def2/J DEFGRID3
* xyz 1 5
Os 0.34986 0.15001 1.91967
S -2.12953 1.71832 0.90776
P -1.20306 1.10273 -0.74085
C 0.24774 0.35109 -0.10860
P 0.89906 -1.27152 0.03527
S -1.59830 -1.28506 2.74651
C 0.09173 -2.42258 -1.11081
C 0.14110 -2.15629 -2.47783
C -0.43748 -3.04313 -3.36797
C -1.06404 -4.19117 -2.89858
C -1.12511 -4.44774 -1.53784
C -0.54697 -3.56388 -0.63834
C 2.62852 -1.07966 -0.54729
C 3.21851 -1.97414 -1.43304
C 4.48577 -1.71420 -1.93826
C 5.16941 -0.57259 -1.55466
C 4.60548 0.29393 -0.62692
C 3.34550 0.03751 -0.11657
C -0.63875 2.45603 -1.80821
C 0.54092 2.34682 -2.53987
C 0.93613 3.39231 -3.36049
C 0.16320 4.54234 -3.44098
C -1.00770 4.65410 -2.70310
C -1.41142 3.61015 -1.88495
C -2.27876 0.08066 -1.78619
C -2.14988 0.06769 -3.17208
C -3.07828 -0.62209 -3.93510
C -4.13094 -1.28649 -3.32111
C -4.24101 -1.29674 -1.93774
C -3.31328 -0.61590 -1.16608
H 0.64001 -1.26440 -2.83726
H -0.40359 -2.84053 -4.43057
H -1.50431 -4.88900 -3.59857
H -1.62135 -5.33856 -1.17612
H -0.59321 -3.75692 0.42651
H 2.68845 -2.86813 -1.73430
H 4.93628 -2.40817 -2.63580
H 6.14488 -0.36043 -1.97178
H 5.15264 1.17123 -0.30690
H 2.90686 0.70601 0.61416
H 1.15448 1.45621 -2.44718
H 1.85115 3.31329 -3.93322
H 0.48059 5.36089 -4.07372
H -1.60418 5.55504 -2.75952
H -2.31372 3.68172 -1.28935
H -1.34509 0.60756 -3.65527
H -2.98971 -0.62959 -5.01377
H -4.87610 -1.78671 -3.92592
H -5.05855 -1.81920 -1.45875
H -3.39375 -0.59684 -0.08652
C 0.40000 -3.44200 4.44958
Te -0.74355 -1.70282 4.88174
C -2.42868 -2.87719 5.47701
H -0.11943 -3.96916 3.65356
H 0.45439 -4.05424 5.34812
H 1.38918 -3.12501 4.13572
H -2.17187 -3.38610 6.40650
H -2.68326 -3.60867 4.71349
H -3.28555 -2.23017 5.65306
F 1.27707 -0.58074 3.69559
N 0.83965 4.00316 5.61900
C 0.88971 3.70858 4.30375
C 0.67919 2.39937 3.82878
N 0.75062 2.12409 2.53235
C 1.03145 3.12226 1.67964
C 1.21325 4.40315 2.16294
N 1.14409 4.70251 3.45150
H 0.68656 3.29946 6.31527
H 0.98313 4.95646 5.90031
H 0.46532 1.59318 4.51815
H 1.09232 2.88778 0.62747
H 1.41622 5.22212 1.48454
*
```

Computed properties:
- HOMO energy (spin up / spin down) (eV) = -10.0 / -10.6
- lowest unoccupied orbital energy (spin up / spin down) (Eh) = -0.0953 / -0.1395
- maximum force (eV/A) = 1.57

=====

DFT (the ωB97M-V functional and the def2-TZVPD basis) results for a molecular structure, C31H32Cl2N4O5Pb.

```
! RIJCOSX wB97M-V def2-TZVPD def2/J DEFGRID3
* xyz 2 1
Pb 0.46820 -0.38155 -0.20785
C 2.79515 -3.45245 2.08450
C 4.10257 -3.07596 1.81233
C 4.36108 -2.00431 0.97489
C 3.31303 -1.29522 0.38663
C 2.02176 -1.68602 0.68477
C 1.73953 -2.74153 1.52364
C 3.56478 -0.19822 -0.58266
C 4.87763 0.16553 -0.96044
C 5.07397 1.09452 -1.92858
C 3.97083 1.64497 -2.61767
C 4.11419 2.52323 -3.71803
C 3.02013 2.96327 -4.40224
C 1.73651 2.51762 -4.02216
C 1.58139 1.68576 -2.94934
C 2.68913 1.25502 -2.19994
N 2.52241 0.40264 -1.12402
H 2.59245 -4.29211 2.73808
H 4.92780 -3.61725 2.25412
H 5.39163 -1.73387 0.78986
H 0.72183 -3.02269 1.76174
H 5.72640 -0.29074 -0.47616
H 6.08090 1.38908 -2.20862
H 5.11219 2.81991 -4.02173
H 3.13303 3.62070 -5.25499
H 0.87263 2.82023 -4.60598
H 0.61870 1.27752 -2.70114
Cl -3.69173 -3.62354 6.51123
C -3.11328 -2.65113 5.21829
C -2.90860 -1.29918 5.42040
C -2.43892 -0.52020 4.37319
Cl -2.18052 1.17650 4.62929
C -2.17110 -1.08145 3.14532
O -1.76524 -0.30010 2.07961
C -2.36400 -2.44435 2.94272
C -2.09101 -3.13936 1.65435
O -1.64172 -2.63457 0.64683
C -2.84654 -3.22275 3.98564
H -3.10908 -0.85476 6.38697
H -2.28203 -4.22743 1.68056
H -3.00872 -4.28648 3.83737
N -3.66957 2.17544 1.96356
C -2.72703 1.98324 0.78214
C -3.48640 1.45108 -0.42207
C -2.47756 1.12146 -1.51695
N -1.69032 -0.07568 -1.13479
C -1.62438 2.35348 -1.84024
C -0.96930 3.05108 -0.63375
N 0.20826 2.30103 -0.10109
C -2.00990 3.28232 0.46134
H -4.44725 1.51711 1.92325
H -4.06760 3.11485 1.97721
H -3.19786 2.02110 2.84034
H -2.00064 1.23722 1.10712
H -4.19147 2.20006 -0.80041
H -4.06007 0.55096 -0.16166
H -3.02726 0.87870 -2.42484
H -1.59427 -0.73687 -1.96524
H -2.17916 -0.63507 -0.42984
H -2.27261 3.07697 -2.34204
H -0.87202 2.07567 -2.57000
H -0.64655 4.03900 -0.95572
H 0.40192 2.58260 0.85815
H 1.02511 2.59524 -0.62907
H -2.73067 4.01619 0.08332
H -1.53489 3.71162 1.35207
O 0.35696 -0.15858 2.86273
C -0.38840 -0.07888 1.95591
C 0.60699 -3.18042 -3.76216
C -0.06707 -2.11407 -2.95188
O -1.24426 -1.79166 -3.15478
O 0.70538 -1.53859 -2.04991
H -0.10104 -3.61926 -4.45795
H 1.01026 -3.94312 -3.09526
H 1.44526 -2.74350 -4.30829
*
```

Computed properties:
- HOMO energy (eV) = -13.6
- lowest unoccupied orbital energy (Eh) = -0.2190
- maximum force (eV/A) = 1.15